Entry 1:
The following is a quantum chemistry calculation of a 3-piece molecular cluster, C32H64F6N3O8P2S3 overall in a non-equilibrium geometry, from OMol25.

Structure (XYZ):
```
118
Properties=species:S:1:pos:R:3
C 3.00821 -3.57279 -6.08918
C 1.70242 -3.20813 -5.33112
C 1.81766 -3.52539 -3.79941
O 1.56863 -2.36543 -3.00147
C 0.33936 -2.13592 -2.38658
S -0.35457 -0.76882 -3.47543
C -1.82209 0.01450 -2.78280
O 0.70487 0.13806 -3.81415
O -0.79844 -1.30022 -4.74834
C -0.64326 -3.31141 -2.11406
C -1.33646 -3.85744 -3.33544
C -1.33017 -5.43985 -3.42740
C -1.13184 -5.87502 -4.89906
F -2.31820 -5.90854 -5.58332
N -0.77953 -3.65846 -0.86717
S -1.94056 -4.83346 -0.31726
O -3.08912 -4.78973 -1.15414
O -2.41028 -4.58300 0.99097
C -1.35503 -6.60653 -0.29218
F -2.09434 -7.27163 -1.17187
F -0.09269 -6.80668 -0.66435
C -1.68159 -7.35660 1.06289
F -2.96683 -7.45756 1.24279
F -1.07489 -6.86143 2.10426
F -1.22225 -8.59255 0.87763
C 0.19615 -2.85908 -0.05955
C 1.31943 -3.92671 0.28090
N 0.83313 -4.98001 1.21994
P -0.38903 -2.50036 1.78729
O -1.71842 -1.53233 1.76153
O 0.85264 -1.85783 2.66086
C 0.79190 -1.67727 -0.87904
C 0.33584 -0.34619 -0.25333
C 0.66481 1.05833 -0.82186
N 2.06944 1.49804 -0.80252
C 2.52830 2.04695 -2.10201
C 3.81004 2.92350 -1.97189
C 2.28159 2.49678 0.21767
C 3.28646 2.25404 1.35606
O 1.73047 3.53895 0.20703
P 2.71141 -1.63125 -0.95964
S 3.50516 -1.08875 0.75456
H 3.20727 -4.64829 -6.10461
H 2.89193 -3.17491 -7.10490
H 3.82193 -2.98971 -5.63849
H 1.64289 -2.11303 -5.37841
H 0.80654 -3.63490 -5.79103
H 2.87728 -3.78852 -3.66161
H 1.25680 -4.44444 -3.57060
H -1.64765 1.09757 -2.75286
H -2.66591 -0.13629 -3.46383
H -2.10346 -0.32357 -1.77876
H -0.77478 -3.58620 -4.23288
H -2.36390 -3.47321 -3.40527
H -0.50133 -5.89422 -2.87395
H -2.32350 -5.79807 -3.15691
H -0.74919 -6.90817 -4.85493
H -0.35952 -5.29031 -5.41592
H 2.13752 -3.44187 0.83857
H 1.75130 -4.36938 -0.62562
H 1.20870 -4.81496 2.14803
H 1.34925 -5.81386 0.92897
H -1.76089 -0.90879 2.50864
H 1.42076 -2.56322 3.00156
H 0.75944 -0.29354 0.76639
H -0.75882 -0.38058 -0.13297
H 0.16393 1.74142 -0.10665
H 0.23260 1.34417 -1.78407
H 1.74955 2.69953 -2.52943
H 2.81050 1.25156 -2.80145
H 4.30802 2.92079 -2.95024
H 3.57978 3.95276 -1.68522
H 4.53400 2.47453 -1.27819
H 2.98602 1.43605 2.01735
H 4.30332 2.12732 0.96390
H 3.33280 3.16644 1.96426
H 3.23784 -2.92403 -1.17654
H 3.14531 -0.68021 -1.90169
C 0.19386 1.92964 3.45513
C 0.54485 1.99047 4.93596
C -0.19949 0.95447 5.77643
C -1.72269 1.09610 5.78492
C -2.24912 2.44752 6.26494
C -1.87338 2.76645 7.70806
H -0.85919 2.16266 3.27888
H 0.78696 2.65015 2.88867
H 0.39656 0.93217 3.04690
H 0.35777 2.99826 5.31568
H 1.61896 1.81645 5.04681
H 0.17621 0.99912 6.80224
H 0.05312 -0.04730 5.40961
H -2.13792 0.30776 6.42136
H -2.11323 0.90420 4.77858
H -3.33936 2.44121 6.18239
H -1.89767 3.24885 5.60827
H -2.23703 1.99146 8.38610
H -2.31763 3.71451 8.01396
H -0.79292 2.85401 7.83438
C -3.53247 7.75921 -0.68952
C -2.60500 8.04078 0.48825
C -1.12402 7.88168 0.14761
C -0.70124 6.47585 -0.28101
C -0.99413 5.37046 0.73112
C -0.26375 5.54703 2.05331
H -3.45693 6.72254 -1.02373
H -4.57095 7.93807 -0.40564
H -3.29877 8.41057 -1.53436
H -2.87440 7.39609 1.32986
H -2.77208 9.06782 0.82389
H -0.52970 8.19313 1.01175
H -0.86868 8.57910 -0.65669
H 0.37366 6.48735 -0.48986
H -1.18654 6.22307 -1.22921
H -0.68990 4.41455 0.29507
H -2.07136 5.29603 0.91278
H 0.81568 5.59297 1.89599
H -0.48010 4.69374 2.69968
H -0.57263 6.45113 2.58100
```

Results
total charge: +1
DFT total energy: -4499.8652 hartree

Entry 2:
The following is a quantum chemistry calculation of a 4-piece molecular cluster, C31H58F4N4O3 overall in a non-equilibrium geometry, from OMol25.

Structure (XYZ):
```
100
Properties=species:S:1:pos:R:3
C -4.13674 -0.41854 -1.69352
C -3.72997 -0.64665 -2.92989
N -3.87087 -1.89331 -3.46245
C -2.73550 -2.40490 -3.90280
F -2.93160 -3.72514 -4.23249
F -2.22683 -1.84175 -5.10601
C -1.56649 -2.37339 -2.86738
F -0.49447 -1.70620 -3.35433
F -1.10162 -3.62265 -2.61689
H -4.80535 -1.11757 -1.23977
H -3.80281 0.40893 -1.09297
H -3.29900 0.17608 -3.48690
H -1.86539 -1.96830 -1.91905
C 3.15501 -7.27104 -0.53319
C 2.31534 -8.38368 -1.21241
C 3.16166 -9.13333 -2.24306
C 3.41833 -8.33959 -3.52307
C 2.10633 -7.82128 -4.11173
C 1.27286 -7.02887 -3.10527
N 1.09542 -7.79871 -1.83755
O 0.21700 -8.71672 -2.00318
C 1.94557 -5.66815 -2.84122
C -0.07820 -6.67559 -3.71257
C 1.93355 -9.35023 -0.09713
H 2.53974 -6.40990 -0.27743
H 3.59097 -7.62654 0.40056
H 3.98696 -6.93099 -1.14944
H 2.65523 -10.06557 -2.51375
H 4.11217 -9.42063 -1.78616
H 4.10388 -7.50973 -3.32965
H 3.91920 -8.97876 -4.25421
H 2.31085 -7.19302 -4.98029
H 1.52295 -8.67207 -4.47886
H 1.41043 -5.11448 -2.06980
H 1.92508 -5.06563 -3.74813
H 2.99154 -5.74064 -2.54865
H -0.63117 -7.55222 -4.04705
H 0.06445 -6.03381 -4.58020
H -0.69716 -6.13177 -2.99997
H 1.30867 -8.85917 0.65066
H 2.83668 -9.70977 0.39567
H 1.39791 -10.22165 -0.46996
C 1.06296 4.57832 -0.36018
C 0.57356 3.10680 -0.37886
C 1.72166 2.16137 -0.02150
C 2.74677 1.98243 -1.13944
C 2.05529 1.59173 -2.44459
C 0.93967 2.55854 -2.83876
N -0.01165 2.77479 -1.71080
O -0.76818 1.74872 -1.60739
C 1.55791 3.89010 -3.30839
C 0.19701 2.01046 -4.05292
C -0.48898 3.01790 0.70788
H 0.54201 5.17958 -1.10441
H 0.86143 5.04216 0.60570
H 2.13676 4.67179 -0.52841
H 1.31103 1.17716 0.22461
H 2.21598 2.52436 0.88333
H 3.33475 2.89597 -1.27419
H 3.46068 1.20461 -0.85897
H 2.78759 1.53893 -3.25324
H 1.64211 0.58378 -2.33937
H 0.77960 4.62368 -3.52424
H 2.12495 3.72922 -4.22564
H 2.25274 4.33136 -2.59724
H -0.20586 1.01384 -3.87905
H 0.88019 1.94261 -4.89965
H -0.62710 2.66830 -4.33440
H -1.33786 3.66486 0.48212
H -0.07054 3.33675 1.66148
H -0.86156 2.00314 0.84292
C -3.97858 5.54492 5.46596
C -2.80719 4.79352 4.78174
C -2.05079 3.94474 5.80473
C -1.17014 4.75843 6.75151
C -0.24299 5.68304 5.96463
C -0.99152 6.57178 4.97172
N -1.89708 5.76467 4.10530
O -1.20939 5.15656 3.21360
C -1.77472 7.65215 5.74172
C 0.00818 7.34162 4.11681
C -3.45186 3.86564 3.75742
H -4.15485 6.51450 5.00180
H -4.90795 4.98555 5.36986
H -3.82138 5.69549 6.53444
H -1.41440 3.22819 5.27615
H -2.76745 3.35388 6.37883
H -1.78396 5.33524 7.44945
H -0.57271 4.08199 7.36608
H 0.32717 6.31219 6.65159
H 0.49005 5.07328 5.42701
H -2.37942 8.25229 5.06056
H -1.07906 8.32335 6.24575
H -2.42691 7.25678 6.51596
H 0.69749 6.68303 3.59157
H 0.60315 7.99812 4.75121
H -0.50480 7.95912 3.37788
H -3.98537 4.43299 2.99335
H -4.16633 3.21424 4.25853
H -2.72471 3.22636 3.25992
```

Results
expectation value of S²: 3.762
total charge: -1
spin multiplicity: 4
DFT total energy: -2060.0061 hartree

Entry 3:
The following is a quantum chemistry calculation of C29H54BFeN10S2 as an isolated structure, from OMol25.

Structure (XYZ):
```
97
Properties=species:S:1:pos:R:3
Fe -0.22757 -0.22610 -0.42029
C 1.40203 -0.93581 2.81815
C 2.70410 0.26922 0.91994
N 1.94216 -0.41185 -0.16542
C 2.43192 -1.73141 -0.58392
C 1.64082 -2.91760 -0.02964
S -0.15791 -2.60992 0.03810
C -0.53434 -2.95968 1.78711
C -0.97681 -1.77295 2.61749
N -0.03896 -0.60608 2.58630
H 1.51266 -1.19687 3.87381
H 1.64374 -1.80939 2.22505
H 3.72715 -0.10673 0.84041
H 2.73679 1.32304 0.65377
H 2.04446 0.19761 -0.96804
H 3.48444 -1.86936 -0.31337
H 2.37304 -1.76884 -1.67099
H 1.97121 -3.20806 0.96633
H 1.79614 -3.78109 -0.67499
H 0.32626 -3.46609 2.22060
H -1.34964 -3.68195 1.79605
H -1.08384 -2.09524 3.65591
H -1.92814 -1.37622 2.26434
H -0.32216 0.00635 3.35920
C 4.68663 1.10547 2.92648
C 3.60864 0.07144 3.26344
C 4.21498 -1.33078 3.16676
C 2.28988 0.25002 2.43497
C 1.66790 1.57692 2.88538
C 0.46522 2.11248 2.59108
N -0.55422 1.48442 1.91983
N -0.16513 0.22493 1.44838
B -1.52486 2.17391 0.98230
N -2.59325 1.14964 0.53453
C -3.89998 1.25526 0.78733
C -4.53871 0.18157 0.21700
C -3.52703 -0.56412 -0.40208
N -2.33261 0.02234 -0.19132
C -3.87182 -1.84521 -1.12575
C -3.82684 -3.04360 -0.17241
C -3.11905 -2.14993 -2.41050
N -0.74709 2.62767 -0.29050
C -0.58671 3.85782 -0.78224
C 0.37155 3.80675 -1.77390
C 0.77069 2.46564 -1.82196
N 0.07466 1.75878 -0.91644
C 1.87239 1.92583 -2.69454
C 3.24523 2.36897 -2.17495
C 1.70502 2.37980 -4.14527
H 5.45356 1.09794 3.70133
H 5.18699 0.87463 1.98421
H 4.29458 2.11907 2.85696
H 3.30931 0.23353 4.30473
H 4.42743 -1.61274 2.13140
H 5.16486 -1.35936 3.70115
H 3.58117 -2.10366 3.60408
H 2.30689 2.20228 3.49436
H 0.21327 3.09636 2.97402
H -2.05488 3.14060 1.46160
H -4.27701 2.09628 1.34443
H -5.59278 -0.03720 0.21498
H -4.92155 -1.70210 -1.39730
H -2.79521 -3.28962 0.07878
H -4.37416 -2.84143 0.74899
H -4.26326 -3.92396 -0.64638
H -2.06639 -2.34286 -2.22818
H -3.54640 -3.04175 -2.87328
H -3.19556 -1.32923 -3.12845
H -1.15199 4.68266 -0.38134
H 0.74876 4.62508 -2.36246
H 1.81785 0.83467 -2.69278
H 3.32476 3.45693 -2.19981
H 3.42207 2.05460 -1.14605
H 4.04043 1.95807 -2.79929
H 1.81755 3.46216 -4.22758
H 2.46630 1.92084 -4.77788
H 0.72294 2.11357 -4.53722
C 1.23447 -1.55560 -5.30602
N -0.00571 -0.79508 -5.31569
C -0.92518 -1.22417 -6.37130
C -0.51383 -0.28328 -4.15401
S 0.04211 -0.97437 -2.69375
N -1.38931 0.71696 -4.28758
C -2.22004 1.21984 -3.20536
C -1.49774 1.50676 -5.51083
H 1.60760 -1.59056 -6.32923
H 1.08522 -2.57744 -4.94598
H 1.97300 -1.06475 -4.67833
H -0.92247 -2.31595 -6.42136
H -0.62158 -0.82933 -7.34160
H -1.93943 -0.90343 -6.15717
H -2.15642 0.56302 -2.35130
H -3.25567 1.26990 -3.54820
H -1.89104 2.22146 -2.91880
H -0.63223 1.34786 -6.14704
H -1.54283 2.55775 -5.22433
H -2.40640 1.26591 -6.06492
```

Results
relative energy (zero: lowest compared OMol25 entry of this formula, charge and spin): 3.9 kJ/mol
total charge: +1
DFT total energy: -3769.7514 hartree